Entry 1:
Entry from the OMol25 dataset: a cluster of 15 separate species, C77H170N9O22 in total in a non-equilibrium geometry (ωB97M-V with the def2-TZVPD basis set).

Cartesian coordinates (Å):
H1 2.17 -4.39 -3.16
H2 -0.72 -1.87 -0.67
H3 4.24 4.87 -0.81
C1 -0.57 5.69 6.17
H4 -6.53 2.53 1.08
H5 0.77 7.03 5.03
C2 -5.95 -0.10 3.78
H6 3.62 -7.25 -5.71
H7 -0.54 -6.26 3.44
H8 -5.20 -0.68 -4.02
H9 7.05 -1.14 5.07
H10 -8.54 3.85 -0.88
H11 -0.16 6.19 2.84
H12 -8.17 -0.75 5.15
C3 -5.57 2.89 -3.93
H13 -4.05 -0.41 -2.72
C4 -5.71 -3.17 -3.02
H14 5.35 3.14 1.93
H15 -1.95 7.87 2.61
H16 -1.97 -1.03 0.26
C5 -2.93 -1.13 3.30
C6 -7.32 -1.41 5.29
H17 0.58 -7.30 5.53
H18 -6.26 -1.71 -5.44
H19 2.53 5.70 1.64
H20 -2.04 0.32 -2.00
C7 0.32 6.04 4.98
H21 1.45 0.23 0.45
H22 0.43 1.97 -2.70
C8 -5.80 4.98 -2.86
H23 -5.85 -4.64 -4.51
H24 8.55 0.01 3.42
H25 -1.46 -2.67 7.15
H26 -2.44 -0.76 2.41
H27 -0.41 1.19 1.26
H28 2.22 -6.77 -3.17
C9 7.65 -0.51 3.09
H29 -7.86 1.73 0.47
C10 -4.16 -2.97 -3.07
H30 -7.08 1.95 -1.84
H31 8.39 -2.11 4.49
H32 2.17 -5.58 6.10
H33 -5.36 -2.08 1.14
H34 -0.69 4.69 3.76
H35 -1.85 -1.09 -4.69
H36 4.61 -5.02 -7.61
C11 1.94 -0.90 -1.41
H37 -1.69 -5.10 -2.43
H38 3.27 -6.06 -7.70
H39 6.06 -6.81 -1.13
C12 -0.96 0.46 -2.04
H40 -3.56 2.45 -3.24
O1 -1.58 -4.45 -1.74
H41 -3.83 -1.70 3.04
C13 5.62 2.53 -0.14
H42 6.53 -0.10 0.32
H43 3.60 -5.61 3.92
C14 3.15 4.75 -3.57
H44 2.13 -7.00 2.04
C15 2.68 -5.03 4.06
H45 -1.00 4.69 6.28
O2 2.03 0.59 4.90
O3 -0.93 1.47 4.14
H46 2.75 6.81 -2.75
H47 -1.65 -4.23 -4.61
H48 -3.69 -3.28 -5.82
O4 -6.00 -0.37 -0.94
H49 -6.02 -0.84 2.99
H50 2.79 1.41 -3.87
C16 3.92 -5.33 -5.05
H51 5.37 -6.82 -5.68
H52 -8.70 4.21 -2.99
C17 7.49 -1.58 4.17
H53 5.55 -2.27 0.58
C18 3.98 -3.37 1.64
H54 3.33 -4.27 -1.84
C19 -0.64 1.94 -2.48
C20 0.16 -3.14 -4.70
O5 -6.16 -2.04 0.60
H55 -0.47 -0.33 -2.62
H56 -6.88 0.45 3.67
H57 6.07 -3.87 1.07
O6 -2.21 2.28 5.71
H58 -2.73 4.39 4.26
O7 1.12 -0.30 3.05
C21 -4.25 -2.37 -5.57
H59 -3.80 5.88 4.49
O8 0.54 -4.62 -0.93
C22 5.43 -5.74 -3.02
H60 3.76 0.00 -2.20
C23 3.28 -4.75 1.67
H61 -7.43 -1.81 6.30
N1 2.07 -4.92 2.66
H62 0.70 1.86 5.47
H63 4.73 1.52 1.49
O9 3.86 0.11 -6.32
C24 -1.96 -1.96 4.18
H64 -7.09 4.58 -0.33
C25 -7.52 3.61 -0.58
C26 -0.90 -1.06 0.04
H65 5.76 -4.79 -2.59
H66 0.95 -4.75 5.21
H67 8.85 2.02 2.32
C27 -0.87 1.35 0.29
H68 -1.27 8.65 4.08
C28 -2.96 5.42 3.97
H69 -0.18 5.83 7.17
H70 1.57 -1.82 -0.95
C29 1.22 0.23 -0.62
H71 -6.23 -2.27 -2.70
C30 5.55 2.24 1.36
C31 2.08 -0.15 3.88
H72 8.20 0.37 0.29
H73 4.08 4.87 1.46
H74 -8.28 2.65 -3.82
C32 3.42 5.49 -0.43
H75 -3.80 -2.64 -2.09
H76 -1.02 3.49 0.53
H77 -6.20 5.65 -2.10
C33 6.85 1.80 -0.63
H78 6.66 1.34 -1.60
C34 6.57 0.52 2.91
C35 0.38 -6.84 3.39
H79 3.27 5.01 -4.62
C36 1.69 -5.54 5.12
C37 -1.04 2.03 5.24
H80 -2.66 -3.82 6.68
H81 7.88 -0.97 2.13
H82 4.25 2.38 -3.66
C38 3.09 5.00 1.01
H83 -1.28 7.60 6.00
N2 -6.60 3.62 -2.98
H84 4.42 -4.38 -5.25
C39 3.23 -4.40 -2.92
H85 5.02 -3.66 -0.29
C40 -0.54 5.77 3.77
H86 0.46 -3.04 -3.65
C41 -4.16 4.24 2.05
H87 -1.52 -3.03 -5.97
O10 -0.42 -6.19 -2.27
C42 -6.14 -3.59 -4.37
N3 -0.34 0.25 -0.59
C43 -3.25 5.37 2.44
N4 -3.49 0.06 4.11
H88 -3.76 -0.23 5.04
H89 3.76 -8.31 -1.35
C44 7.19 0.76 0.44
H90 1.13 4.01 2.51
C45 3.45 -0.69 -1.42
C46 -1.04 3.09 -1.62
C47 -4.13 3.30 -3.60
O11 0.02 2.23 6.04
C48 -1.89 -3.15 6.28
H91 1.39 5.84 -0.90
C49 -0.59 2.83 -0.22
H92 -7.22 -3.63 -4.28
C50 2.29 5.83 -2.79
C51 -4.33 4.51 -2.65
H93 1.64 -0.95 -2.46
H94 -3.71 -3.96 -3.20
O12 3.90 -2.03 -6.56
H95 3.27 -2.61 1.29
C52 1.19 -6.94 4.70
H96 6.30 1.07 3.81
O13 -4.47 -0.89 0.66
C53 1.04 -3.74 2.50
H97 -3.75 6.30 2.16
H98 7.70 2.46 -0.82
O14 2.43 3.73 0.86
C54 5.44 -6.97 -2.01
H99 -4.65 4.35 1.08
H100 0.61 -4.05 -5.09
H101 -0.60 4.01 -2.00
H102 8.05 3.21 1.17
H103 -7.51 -2.20 4.55
C55 5.22 -3.30 0.72
H104 4.15 4.64 -3.14
O15 -0.56 6.82 -1.88
C56 -1.66 6.62 5.73
O16 -6.08 -0.66 5.07
H105 -3.63 3.29 2.12
C57 -5.53 -1.02 0.05
H106 -5.78 3.34 -4.90
H107 7.65 3.24 2.86
H108 3.64 -6.61 -0.98
H109 2.06 -7.59 4.59
H110 4.71 2.29 -0.69
H111 1.54 -2.88 2.94
C58 4.31 -6.05 -7.38
H112 -2.57 6.67 6.33
H113 3.35 2.43 -5.12
H114 -5.60 1.83 -4.19
C59 -7.53 2.75 0.69
C60 1.33 -6.30 2.26
O17 -2.28 6.40 -0.53
C61 7.95 2.58 2.05
H115 5.68 -0.07 2.69
H116 0.06 -7.85 3.14
O18 -0.22 6.40 0.20
N5 -3.59 -1.99 -4.16
H117 -3.70 5.37 -2.87
C62 -6.61 2.90 -1.57
C63 1.86 3.31 2.10
H118 0.84 -6.13 1.30
H119 3.11 -4.07 4.33
C64 -0.43 -5.10 -1.59
H120 3.55 -7.77 -3.83
H121 3.68 6.54 -0.55
H122 4.33 -3.06 2.62
H123 -1.21 2.18 -3.38
H124 1.43 1.23 -1.01
H125 0.69 -3.60 1.47
O19 3.63 -1.18 -4.56
H126 -7.96 3.15 1.61
C65 -2.05 -2.03 -4.18
C66 -5.78 -2.68 -5.59
H127 -1.05 -3.63 5.78
H128 1.86 4.37 -1.18
H129 4.09 -5.46 1.80
H130 -6.23 -3.03 -6.52
N6 2.14 5.33 -1.35
H131 -4.05 4.30 -1.62
H132 3.79 -1.68 -1.70
C67 -1.36 -3.23 -4.91
H133 -1.87 -2.87 3.58
H134 6.83 -2.36 3.79
H135 -5.85 -3.94 -2.26
H136 -1.03 -1.41 4.34
C68 -4.14 -0.60 -3.79
H137 -4.70 0.98 2.37
H138 -1.75 -2.23 -3.15
H139 -2.00 6.05 0.32
H140 -2.08 3.36 -1.46
H141 0.48 0.17 3.59
H142 -7.92 4.29 -4.49
H143 -5.07 4.22 2.66
H144 5.85 3.59 -0.29
H145 2.86 -4.87 0.67
C69 3.23 2.39 -4.04
H146 -3.94 -1.66 -6.33
H147 -2.31 5.21 1.90
O20 2.48 3.53 -3.47
C70 3.74 -1.03 -5.86
H148 -5.87 5.50 -3.81
H149 3.84 -0.65 -0.40
H150 -0.27 -1.29 0.90
H151 -5.58 2.81 -1.21
H152 6.08 -6.05 -3.84
H153 -2.94 8.15 4.04
N7 3.96 -5.63 -3.53
H154 5.93 -7.71 -2.64
O21 3.20 -0.60 3.55
H155 0.63 -2.32 -5.24
C71 -1.94 7.88 3.70
H156 1.17 5.35 5.00
O22 -2.59 -2.27 5.42
H157 0.46 3.13 -0.18
C72 3.93 -7.32 -1.75
H158 2.69 3.14 2.80
C73 -4.69 0.77 3.44
H159 0.20 -4.05 3.12
C74 4.36 -6.49 -5.94
N8 -1.81 6.46 4.26
H160 -2.77 0.77 4.25
H161 -4.91 1.66 4.02
H162 1.33 2.36 2.07
H163 3.53 -0.22 -4.49
C75 -7.98 3.67 -3.60
H164 -3.63 3.55 -4.53
H165 3.74 -3.57 -3.40
H166 -3.69 0.19 -4.40
C76 -1.00 6.55 -0.77
H167 2.87 -5.14 -5.25
H168 1.29 5.85 -3.22
H169 4.77 -6.67 -8.15
N9 6.88 1.48 1.77
C77 3.29 -6.98 -3.12
H170 -1.94 1.22 0.46

For the gap between HOMO and LUMO, the calculation gives 6.72 eV. As for the LUMO energy: -4.7491 eV. The charge is +3.

---

Entry 2:
Entry from the OMol25 dataset: a structure of composition C23H50N2O22S3 in a non-equilibrium geometry (ωB97M-V with the def2-TZVPD basis set).

Cartesian coordinates (Å):
H1 -1.73 1.32 1.32
O1 -1.85 0.05 -2.75
H2 -3.22 -4.21 -0.28
H3 0.04 2.62 -1.97
H4 2.17 2.73 -4.13
C1 1.01 3.18 -2.22
H5 0.34 -1.13 -0.86
H6 0.77 7.11 0.89
H7 4.48 -6.13 -2.29
C2 -4.14 -2.64 -1.70
H8 -2.50 3.71 1.44
H9 -4.16 -3.52 -2.49
H10 -1.27 0.73 3.27
N1 -0.30 -0.44 1.18
H11 -4.24 5.30 1.96
O2 1.76 3.31 -0.98
O3 -1.51 5.47 1.82
H12 -2.49 -0.11 0.59
C3 1.97 2.24 -3.06
H13 -1.89 -1.44 2.12
C4 -0.82 -1.16 2.45
C5 0.95 0.30 1.50
H14 3.86 -6.76 -0.95
O4 3.09 2.03 -2.17
H15 7.83 -2.06 1.50
O5 -0.48 5.25 -0.39
H16 -4.85 -4.02 -0.12
H17 -4.93 -1.65 -1.72
C6 -2.22 4.38 2.35
O6 -4.47 -0.05 4.34
H18 5.33 -5.61 -0.81
C7 -0.06 -1.43 0.04
H19 0.85 -2.06 0.23
H20 -4.80 0.36 -0.17
O7 -4.01 1.31 -1.63
O8 -1.80 -0.69 4.58
H21 0.96 1.34 2.09
C8 -3.57 4.96 2.76
O9 3.97 -3.44 -1.79
O10 3.86 -2.04 2.47
O11 -3.85 -0.81 -3.94
H22 1.53 1.46 -3.53
H23 -0.93 -2.03 -0.03
N2 -4.49 0.11 3.07
H24 -0.81 -2.76 -3.99
H25 -2.25 -2.68 -4.94
C9 1.16 6.10 1.40
H26 4.61 -1.80 -3.76
H27 1.64 -0.22 1.97
H28 1.53 6.22 2.36
C10 4.34 -5.75 -1.38
H29 -1.06 -1.48 -5.04
H30 0.68 3.99 -2.64
H31 4.17 -0.09 -3.14
O12 -2.86 -1.96 -1.89
H32 6.70 -4.78 1.23
H33 3.16 -4.35 -0.17
O13 -4.41 3.20 -0.53
H34 -0.96 1.09 -0.09
C11 -5.38 2.36 -0.26
C12 -1.58 -2.08 -4.40
C13 -5.13 1.05 -0.82
O14 2.01 -2.04 -2.60
C14 -4.02 -3.37 -0.38
C15 -0.88 -0.16 3.60
H35 -3.82 -2.78 0.42
O15 -2.44 3.08 -1.77
O16 6.10 -2.03 2.43
S1 3.31 -1.92 -1.89
H36 2.36 5.47 1.40
C16 2.91 2.69 -1.08
H37 2.28 -4.68 -1.48
O17 -4.44 -1.07 2.53
O18 3.67 2.74 -0.09
H38 -0.11 -2.20 2.57
O19 5.06 -3.20 1.09
O20 3.40 -1.44 -0.54
H39 -2.53 -0.17 4.39
H40 -6.06 0.75 -1.27
S2 -0.12 4.99 1.00
H41 -3.30 5.63 3.67
S3 -2.59 -1.08 -3.32
O21 0.15 3.62 1.45
O22 -3.92 1.05 2.58
H42 1.43 0.59 0.31
H43 0.00 -0.03 4.09
C17 7.14 -2.78 1.85
H44 -5.50 2.33 0.89
H45 -1.63 4.07 3.26
H46 5.44 -1.28 -2.27
C18 -1.42 0.49 0.71
C19 -3.51 2.51 -1.37
H47 -6.25 2.94 -0.50
H48 6.88 -3.54 -0.03
C20 4.89 -2.41 2.03
C21 6.33 -3.67 0.97
H49 7.88 -3.26 2.40
H50 -4.20 4.04 3.05
C22 3.31 -4.55 -1.13
C23 4.53 -1.22 -2.92

Its energy above the lowest of the compared OMol25 structures with the same formula, charge and spin is 460.3 kJ/mol. For the gap between HOMO and LUMO, the calculation gives 7.46 eV. As for the LUMO energy: -0.1488 eV.

---

Entry 3:
Entry from the OMol25 dataset: a cluster of 2 separate species, C5H13NO2 in total (ωB97M-V with the def2-TZVPD basis set).

Cartesian coordinates (Å):
H1 1.44 -0.62 -1.92
H2 -1.95 1.24 0.61
H3 0.75 1.73 -1.65
C1 -0.04 0.54 -0.20
H4 -0.54 2.12 1.17
H5 1.74 1.53 -0.35
C2 -0.98 1.63 0.30
C3 -0.77 -2.39 1.27
H6 -1.93 2.43 -1.23
H7 -0.27 -2.89 0.46
N1 1.09 1.06 -0.97
H8 -1.54 -2.97 1.78
H9 1.91 -1.69 -2.96
H10 -0.58 -0.13 -0.87
O1 -1.19 2.67 -0.66
O2 1.56 -1.58 -2.06
H11 1.00 0.42 1.64
H12 -1.07 -0.70 2.47
C4 0.53 -0.30 0.96
C5 -0.50 -1.15 1.66
H13 1.32 -0.94 0.56

Its energy above the lowest of the compared OMol25 structures with the same formula, charge and spin is 155.1 kJ/mol. For the gap between HOMO and LUMO, the calculation gives 10.33 eV. As for the LUMO energy: 0.7616 eV. The structure (SMILES) is C=CC[C@H](N)CO.O.

---

Entry 4:
Entry from the OMol25 dataset: a structure of composition C3H10Mn2NO8S in a non-equilibrium geometry (ωB97M-V with the def2-TZVPD basis set).

Cartesian coordinates (Å):
H1 3.04 -2.67 1.49
H2 1.00 0.72 -1.42
H3 2.69 0.38 -0.85
O1 -3.47 1.50 -1.38
H4 3.74 -1.18 0.75
H5 -4.13 2.07 -1.82
O2 -3.47 2.13 1.51
Mn1 -2.26 2.70 -0.30
O3 -4.66 0.91 2.85
S1 1.47 -0.70 1.45
C1 1.74 -0.77 -2.52
H6 2.38 -0.27 -3.25
O4 1.20 -0.96 -0.19
Mn2 -2.78 -0.27 -0.89
C2 1.74 -0.04 -1.19
H7 -0.52 0.64 0.55
O5 1.71 0.70 1.71
O6 -1.31 0.89 0.02
H8 2.11 -1.80 -2.58
H9 3.44 -1.37 2.55
H10 0.80 -0.86 -3.06
O7 0.33 -1.38 2.09
O8 -3.85 0.12 1.14
N1 -4.04 1.11 1.82
C3 3.10 -1.58 1.53

As for the expectation value of S²: 30.007. Its energy above the lowest of the compared OMol25 structures with the same formula, charge and spin is 314.4 kJ/mol. Its spin multiplicity is 11. For the gap between HOMO and LUMO (alpha / beta), the calculation gives 7.19 / 7.32 eV. As for the LUMO energy (alpha / beta): -5.5327 / -5.4793 eV. The charge is +1.